32
Properties=species:S:1:pos:R:3:forces:R:3:mulliken_spin:R:1 method="wB97M-V/def2-TZVPD" lumo_ha="-0.2863 / -0.2820" homo_lumo_gap_ev="6.73 / 7.87" multiplicity=2 relative_energy_ev=0.000 energy_ev=-78443.501 max_force_ev_per_a=7.18 charge=+2
C 0.138 -5.672 -1.226 0.8 0.1 1.2 0.000
C -0.543 -4.763 -2.068 -3.5 1.7 -4.9 0.002
H 0.050 -6.704 -1.607 -0.2 0.4 -0.1 0.000
H -0.316 -5.564 -0.218 0.3 -0.2 -0.4 0.000
H 1.199 -5.344 -1.174 -0.5 -0.3 0.0 -0.001
O -1.188 -4.291 -2.910 3.0 -1.9 4.0 -0.001
I 0.725 -2.189 -0.951 -0.1 -0.7 -0.3 0.003
Ti 1.098 0.103 0.188 2.5 -0.7 1.7 0.934
P -1.179 0.214 1.050 -1.5 0.8 0.4 -0.040
C -2.172 1.470 0.171 -0.2 0.1 0.0 0.014
C -2.314 -1.205 1.092 0.1 -0.4 0.0 -0.003
H -0.351 0.302 3.315 -0.2 0.2 0.0 -0.004
H -2.121 0.535 3.242 0.3 0.2 -0.1 0.000
H -1.016 1.884 2.806 0.0 -0.3 0.0 0.002
C -1.164 0.798 2.771 0.1 -0.1 0.3 0.008
H -1.775 -2.115 1.375 -0.2 0.1 -0.1 -0.001
H -3.092 -1.007 1.842 0.2 0.0 -0.3 -0.001
H -3.211 1.410 0.529 0.3 0.1 -0.2 0.002
H -2.137 1.287 -0.909 -0.1 0.0 0.2 0.001
H -2.783 -1.339 0.109 0.2 0.0 0.2 0.000
H -1.773 2.474 0.356 -0.2 -0.3 0.0 0.000
C 0.773 0.824 -1.669 -2.6 2.6 -6.2 0.007
O 0.384 1.268 -2.687 2.0 -1.9 4.5 0.071
Cl 3.079 -0.254 1.230 -0.4 0.1 -0.2 0.015
N 1.808 4.024 -1.419 0.0 -0.1 0.4 -0.001
C 2.185 3.297 -0.366 0.9 -0.4 -0.2 0.003
N 3.475 3.165 -0.057 -0.7 0.1 0.1 0.003
S 0.984 2.456 0.620 -0.1 1.0 -0.4 -0.017
H 2.457 4.603 -1.953 -0.2 -0.3 0.3 0.000
H 0.828 4.080 -1.671 0.2 0.1 0.2 0.000
H 3.747 2.561 0.718 -0.2 0.3 -0.3 0.003
H 4.201 3.694 -0.529 -0.1 -0.1 0.0 0.000

29
Properties=species:S:1:pos:R:3:forces:R:3:lowdin_charge:R:1 method="wB97M-V/def2-TZVPD" smiles="CC/[NH+]=C1/N=C(Cl)N([NH2+]CC)CN1" lumo_ha=-0.2866 homo_lumo_gap_ev=10.06 relative_energy_ev=0.755 energy_ev=-27472.201 max_force_ev_per_a=3.95 charge=+2
C -0.736 -1.749 -0.290 1.0 1.0 1.5 -0.595
C 1.499 -1.005 -0.219 -0.7 0.0 1.2 -0.300
C -0.195 0.491 -1.063 1.4 -1.8 -1.2 -0.058
C 5.017 -0.734 0.558 1.5 0.9 -0.4 -0.065
C -4.749 0.446 0.657 -1.8 -1.7 3.1 -0.100
C 3.706 -0.136 0.001 2.3 -1.7 0.3 -0.218
C -3.241 0.583 0.707 -1.2 -1.3 2.8 -0.165
N 0.508 -1.978 -0.063 -0.4 -0.6 -1.0 0.180
N 1.156 0.233 -0.559 -2.4 0.0 0.1 0.143
N -1.157 -0.419 -0.454 -1.0 0.0 -0.3 -0.044
N 2.737 -1.213 0.115 0.3 -0.5 1.5 0.122
N -2.598 -0.169 -0.471 -0.3 0.2 -2.0 0.058
Cl -2.003 -2.950 -0.042 1.3 0.7 -0.3 0.875
H -0.401 1.488 -0.899 -0.9 2.0 0.8 0.126
H -0.013 0.381 -2.133 -1.3 -0.4 -0.5 0.156
H 5.011 -1.036 1.645 -0.1 0.5 -1.1 0.103
H 5.120 -1.621 -0.091 0.6 0.1 0.6 0.086
H 5.926 -0.015 0.317 -1.9 -1.6 0.7 0.140
H -5.271 0.862 -0.146 -0.4 1.0 -1.5 0.054
H -5.139 -0.620 0.738 0.8 1.0 -0.1 0.108
H -5.235 0.940 1.626 1.4 -0.8 -2.0 0.158
H 3.935 -0.098 -1.031 -0.1 0.8 -1.3 0.120
H 3.473 0.816 0.400 -0.8 0.8 0.7 0.117
H -3.014 0.158 1.793 0.6 0.7 -2.7 0.184
H -3.111 1.650 0.651 1.2 0.2 -0.3 0.120
H 1.713 1.012 -0.816 1.4 0.1 0.2 0.151
H 3.093 -1.950 0.766 -1.2 0.2 -1.2 0.199
H -2.872 -1.205 -0.583 -0.9 1.5 0.6 0.082
H -3.013 0.352 -1.375 1.6 -1.4 1.9 0.265

30
Properties=species:S:1:pos:R:3:forces:R:3:lowdin_charge:R:1 method="wB97M-V/def2-TZVPD" lumo_ha=-0.5300 homo_lumo_gap_ev=4.67 energy_ev=-29524.013 max_force_ev_per_a=9.66 charge=+3
C -2.965 1.514 -0.443 0.7 -0.4 0.4 -0.038
C -2.102 1.836 -1.726 -1.6 2.1 0.9 -0.154
O -0.841 1.125 -1.788 -1.2 -2.2 -0.7 -0.056
C -1.032 -0.246 -1.787 2.3 2.5 -0.6 -0.301
C -0.651 -0.787 -0.260 2.1 2.1 1.4 -0.330
C 0.419 -2.020 -0.248 -1.3 -0.8 0.2 -0.208
C 1.870 -1.357 -0.207 -1.0 0.1 0.7 -0.089
C 2.195 -1.034 1.327 0.0 -1.5 -1.1 -0.213
N 2.911 0.255 1.323 -0.9 -0.9 2.4 -0.095
S 2.131 1.410 2.298 -1.2 6.8 -1.4 0.755
O 0.652 1.260 2.266 2.8 -1.9 0.3 -0.312
O 2.501 2.734 1.741 0.1 -4.0 1.9 -0.249
F 2.652 1.373 3.842 -0.8 -0.9 -2.7 -0.131
H -3.770 0.739 -0.611 0.3 0.6 -0.1 0.077
H -2.346 1.146 0.431 -0.4 0.7 -0.8 0.087
H -3.458 2.454 -0.068 0.2 -1.0 -0.5 0.134
H -2.749 1.716 -2.634 0.9 -0.2 0.4 0.154
H -1.839 2.929 -1.682 0.1 -1.2 -0.1 0.168
H -0.243 -0.740 -2.487 -1.2 0.5 0.8 0.206
H -2.093 -0.570 -2.142 1.0 2.1 -0.8 0.064
H -0.162 0.091 0.270 -0.6 -0.7 -0.3 0.163
H -1.659 -1.014 0.269 2.9 3.5 3.0 0.008
H 0.195 -2.691 0.668 0.6 0.8 -1.2 0.156
H 0.255 -2.676 -1.203 0.5 0.7 1.0 0.111
H 2.598 -2.052 -0.687 -0.5 0.7 0.3 0.152
H 1.787 -0.365 -0.720 0.4 -0.9 0.0 0.137
H 1.236 -1.032 1.904 0.9 0.4 -0.3 0.111
H 2.799 -1.896 1.715 -0.4 1.0 -0.2 0.155
H 3.892 0.099 1.598 -0.3 0.6 -0.1 0.150
La -2.183 -2.202 -0.959 -4.4 -8.1 -2.7 2.386

38
Properties=species:S:1:pos:R:3:forces:R:3:lowdin_charge:R:1 method="wB97M-V/def2-TZVPD" lumo_ha=-0.1179 homo_lumo_gap_ev=9.64 energy_ev=-35539.466 max_force_ev_per_a=0.57 charge=+1
F -2.379 -1.313 2.951 -0.3 0.0 0.0 0.172
C -1.844 -0.783 1.886 0.0 -0.2 0.5 -0.291
C -0.552 -0.784 1.520 -0.1 0.2 -0.4 0.058
N -0.530 -0.085 0.319 0.2 -0.1 0.4 0.142
C -1.744 0.306 0.001 -0.5 0.3 0.1 -0.037
N -2.585 -0.109 0.956 0.3 -0.1 0.1 0.210
H 0.282 -1.232 2.018 0.4 0.0 -0.1 0.123
H 0.314 0.101 -0.226 0.0 -0.1 -0.3 0.121
H -2.075 0.874 -0.850 0.2 -0.1 -0.2 0.123
H -3.583 0.035 0.975 -0.1 0.1 -0.1 0.181
C 0.486 -5.162 1.989 0.1 -0.1 -0.1 0.057
N 1.255 -3.891 2.094 -0.1 -0.1 -0.1 -0.454
O 1.782 -3.459 1.087 0.0 0.1 -0.1 0.047
O 1.283 -3.349 3.177 -0.1 0.1 0.0 0.065
H 0.543 -5.514 0.967 0.0 0.0 0.0 0.097
H 0.938 -5.871 2.676 0.0 0.0 0.1 0.107
H -0.538 -4.946 2.279 0.0 0.0 0.1 0.101
C -5.097 1.388 -3.612 -0.2 0.0 0.0 0.070
N -4.197 1.041 -2.481 0.0 -0.1 0.0 -0.426
O -4.666 0.977 -1.362 0.0 0.0 0.1 0.065
O -3.026 0.834 -2.735 0.0 0.1 -0.2 0.050
H -6.095 1.538 -3.219 0.0 0.0 0.1 0.102
H -4.708 2.294 -4.067 0.1 0.0 0.0 0.110
H -5.066 0.561 -4.315 0.1 0.0 0.0 0.110
C 3.907 -0.985 -1.523 -0.1 -0.2 -0.1 0.074
N 2.856 0.013 -1.185 0.2 0.0 0.0 -0.409
O 1.687 -0.299 -1.384 -0.1 -0.1 0.1 0.025
O 3.210 1.070 -0.732 -0.1 0.0 0.1 0.101
H 3.425 -1.873 -1.913 -0.1 0.0 0.0 0.101
H 4.559 -0.528 -2.261 0.0 0.1 0.1 0.110
H 4.450 -1.198 -0.607 0.0 0.1 0.0 0.112
C 2.229 3.972 0.629 0.1 0.0 -0.1 0.036
N 2.924 4.795 1.657 0.0 0.0 0.0 -0.457
O 4.108 4.604 1.822 0.0 0.0 0.0 0.078
O 2.245 5.597 2.260 0.0 0.0 0.0 0.068
H 2.947 3.305 0.175 0.1 0.0 0.0 0.062
H 1.444 3.421 1.137 -0.1 0.1 0.0 0.093
H 1.808 4.655 -0.103 -0.1 0.0 0.1 0.101

29
Properties=species:S:1:pos:R:3:forces:R:3:lowdin_charge:R:1 method="wB97M-V/def2-TZVPD" smiles="COC[C@@H](S)OCF.CN(C)C=O" lumo_ha=0.0262 homo_lumo_gap_ev=9.74 relative_energy_ev=0.000 energy_ev=-28702.286 max_force_ev_per_a=1.38
C -0.532 0.554 0.727 0.2 -0.4 0.4 -0.114
O -0.966 1.176 -0.479 -0.7 -1.0 0.2 -0.220
C -2.335 0.880 -0.737 -0.1 0.6 0.2 -0.222
C -3.213 1.920 0.037 1.0 -0.1 -0.6 -0.636
S -2.676 3.656 -0.314 0.1 0.1 0.4 0.778
O -4.570 1.817 -0.385 0.3 -0.3 1.3 -0.127
C -5.337 1.027 0.461 -1.0 0.6 0.1 -0.247
F -5.509 -0.226 -0.096 0.1 0.0 0.2 -0.013
H -0.870 1.094 1.647 0.3 -0.1 -0.6 0.090
H 0.569 0.472 0.685 -0.6 0.2 0.2 0.072
H -0.930 -0.485 0.826 0.3 0.6 -0.2 0.093
H -2.617 -0.134 -0.380 0.2 0.4 -0.1 0.124
H -2.529 0.895 -1.830 0.1 0.4 0.7 0.138
H -3.064 1.751 1.121 -0.4 0.1 -0.5 0.103
H -1.953 3.984 0.810 -0.5 -0.6 -0.6 -0.124
H -6.338 1.495 0.563 0.4 -0.4 -0.3 0.137
H -4.924 0.907 1.479 0.2 0.0 -0.5 0.134
C 2.765 -2.278 0.346 0.3 0.0 -0.1 -0.343
O 1.773 -1.627 0.599 0.0 0.2 0.0 0.011
N 3.868 -1.801 -0.275 -0.1 -0.3 0.2 -0.202
C 5.021 -2.636 -0.546 -0.1 0.3 -0.1 -0.061
C 3.893 -0.407 -0.680 -0.3 0.0 0.1 -0.040
H 2.846 -3.344 0.612 0.1 0.0 0.0 0.132
H 5.897 -2.218 -0.044 0.1 -0.1 -0.1 0.089
H 5.202 -2.665 -1.623 0.1 -0.1 0.0 0.089
H 4.855 -3.650 -0.185 -0.1 0.1 0.0 0.083
H 3.763 0.230 0.197 0.0 0.1 -0.1 0.093
H 3.071 -0.215 -1.373 0.1 0.1 0.0 0.095
H 4.839 -0.172 -1.164 0.0 -0.1 0.0 0.085

36
Properties=species:S:1:pos:R:3:forces:R:3:lowdin_charge:R:1 method="wB97M-V/def2-TZVPD" lumo_ha=-0.1562 homo_lumo_gap_ev=8.79 energy_ev=-50269.778 max_force_ev_per_a=1.69 charge=+1
N 2.419 2.556 -0.086 -0.1 -0.3 0.3 -0.113
P 2.091 1.094 0.144 1.1 0.9 -0.9 0.337
O 3.142 0.113 0.795 -0.6 -0.2 0.3 -0.125
O 1.585 0.266 -1.094 -0.3 0.1 0.2 -0.122
S 0.375 0.952 1.514 0.0 -0.3 0.6 1.089
O -0.181 2.451 1.488 -0.1 0.0 -0.2 -0.305
C -0.886 -0.012 0.644 -0.1 0.3 -0.1 -0.388
O -1.992 0.138 1.454 0.0 -0.3 0.2 -0.168
C -3.190 -0.483 0.921 -0.2 -0.1 -0.1 -0.207
O -3.933 0.410 0.200 0.3 0.1 -0.2 -0.080
C -4.427 1.532 0.941 -0.3 0.1 0.3 -0.148
C -4.494 2.759 0.037 0.1 -0.1 -0.3 -0.213
O -3.691 3.834 0.493 0.3 -0.1 0.2 -0.057
H 3.346 2.870 0.183 -0.2 0.3 -0.1 0.036
H 3.519 0.454 1.623 0.1 -0.2 -0.1 0.118
H 1.496 0.848 -1.873 0.0 -0.2 0.0 0.130
H -0.512 2.672 2.377 0.0 0.0 -0.1 0.104
H -0.477 -1.029 0.621 0.1 0.0 -0.1 0.128
H -1.021 0.384 -0.366 0.0 0.0 -0.1 0.125
H -2.911 -1.285 0.240 0.0 -0.1 0.0 0.148
H -3.708 -0.898 1.785 0.0 0.2 0.2 0.152
H -3.762 1.757 1.776 0.0 0.0 0.0 0.122
H -5.408 1.284 1.350 0.0 -0.1 0.0 0.133
H -4.182 2.452 -0.965 -0.1 -0.1 -0.1 0.126
H -5.509 3.134 -0.042 0.0 0.1 0.1 0.126
H -2.767 3.545 0.485 -0.2 0.2 -0.1 0.073
C 3.717 -2.243 -1.706 0.1 0.1 -0.1 -0.063
C 4.359 -3.490 -1.131 -0.2 0.0 0.0 -0.304
O 3.230 -4.293 -0.847 0.1 -0.2 -0.2 0.138
C 2.215 -3.930 -1.679 0.0 0.1 0.1 -0.546
O 1.215 -4.535 -1.841 -0.1 0.0 0.1 0.196
O 2.522 -2.754 -2.292 0.0 0.0 0.0 0.062
F 5.026 -3.235 0.019 -0.1 0.0 0.1 0.079
H 3.447 -1.554 -0.907 0.2 0.0 0.1 0.095
H 4.324 -1.736 -2.450 -0.1 -0.1 -0.1 0.145
H 5.022 -4.025 -1.812 0.1 0.0 0.1 0.177

27
Properties=species:S:1:pos:R:3:forces:R:3:lowdin_charge:R:1 method="wB97M-V/def2-TZVPD" lumo_ha=-0.2883 homo_lumo_gap_ev=4.39 energy_ev=-33849.338 max_force_ev_per_a=5.31 charge=+1
C 3.396 -0.533 0.251 -0.1 -0.8 1.1 -0.127
O 3.377 0.938 0.157 -2.0 -0.6 0.6 -0.262
C 2.107 1.488 0.737 -0.1 -1.3 -0.4 -0.191
C 0.956 1.283 -0.415 0.1 0.4 -0.2 -0.189
C -0.479 2.019 -0.095 0.2 -1.2 -0.6 -0.168
C -1.688 0.898 -0.364 0.1 2.9 1.5 -0.364
C -1.742 -0.183 0.880 -0.4 -1.2 1.5 -0.242
C -2.524 -1.582 0.535 2.3 3.5 -3.3 -0.120
P -1.412 -2.868 -0.333 -0.2 -1.9 0.0 0.324
S -0.433 -2.191 -1.881 -0.1 0.6 0.4 0.203
H 3.874 -1.038 -0.695 -0.7 1.3 1.9 0.111
H 2.321 -1.021 0.375 2.0 1.2 -0.4 0.075
H 3.977 -0.792 1.261 -1.0 0.3 -2.4 0.116
H 1.889 0.794 1.680 0.1 1.8 -1.7 0.129
H 2.217 2.627 1.047 0.0 -2.5 -0.8 0.149
H 0.717 0.134 -0.588 0.8 2.4 0.3 0.052
H 1.412 1.738 -1.420 -1.0 -1.1 2.2 0.144
H -0.562 2.352 1.027 0.1 -0.4 -2.3 0.131
H -0.589 2.899 -0.860 -0.1 -1.5 1.8 0.128
H -1.613 0.415 -1.427 1.6 0.6 2.2 -0.101
H -2.701 1.527 -0.345 2.0 -1.4 0.2 0.094
H -0.671 -0.374 1.373 -2.2 0.3 -1.4 0.132
H -2.377 0.348 1.739 1.2 -1.0 -1.9 0.154
H -3.369 -1.301 -0.258 0.2 -0.9 2.2 -0.074
H -0.499 -3.574 0.573 -1.2 0.8 -0.3 0.014
H -2.314 -3.912 -0.839 0.5 1.0 1.0 0.011
Hg -3.269 -0.091 -2.113 -2.0 -1.0 -1.6 0.869

24
Properties=species:S:1:pos:R:3:forces:R:3:lowdin_charge:R:1 method="wB97M-V/def2-TZVPD" lumo_ha=-0.2461 homo_lumo_gap_ev=5.89 relative_energy_ev=5.123 energy_ev=-8997.182 max_force_ev_per_a=3.99 charge=+1
C 1.012 0.161 0.793 0.1 0.5 0.1 -0.283
C 1.074 1.171 -0.374 0.0 -0.8 -1.3 -0.187
C 0.931 0.537 -1.769 -0.9 -1.4 -0.5 -0.185
C -0.367 -0.349 -1.746 2.2 1.7 1.0 -0.147
C -1.501 0.403 -1.234 -1.8 -3.0 -1.9 0.208
C -2.786 0.302 -1.054 0.3 1.4 1.3 -0.022
C -3.603 0.619 0.175 -0.2 0.1 1.1 -0.032
N 1.863 -0.989 0.614 0.6 0.3 -0.9 0.022
H 1.321 0.787 1.636 -0.3 -0.3 0.4 0.116
H -0.027 -0.151 0.949 0.2 -0.1 0.2 0.104
H 0.187 1.820 -0.307 0.5 0.5 0.4 0.108
H 2.018 1.717 -0.361 -0.3 0.3 0.2 0.120
H 1.686 -0.216 -2.015 0.4 0.6 0.2 0.112
H 0.836 1.226 -2.615 0.3 0.3 0.4 0.119
H -0.041 -1.243 -1.189 -1.0 0.0 0.1 0.138
H -0.623 -0.690 -2.765 -0.5 0.2 0.1 0.177
H 4.356 -2.594 5.140 -0.1 0.1 -0.1 0.006
H -3.442 0.128 -1.908 0.6 0.1 -0.6 0.172
H -3.463 1.644 0.546 0.2 -0.2 -0.4 0.108
H -4.670 0.511 -0.004 0.1 -0.2 -0.2 0.091
H -3.338 -0.032 1.014 0.1 0.0 -0.2 0.100
H 1.621 -1.898 0.949 -0.6 0.0 0.5 0.075
H 4.131 -2.060 4.670 0.1 -0.1 0.1 -0.005
H 2.824 -0.804 0.854 0.1 0.0 -0.1 0.085